No. 1
{"formula": "C5H12N2O", "method": "ωB97M-V with the def2-TZVPD basis set", "symbols": ["C", "C", "C", "N", "C", "N", "C", "O", "H", "H", "H", "H", "H", "H", "H", "H", "H", "H", "H", "H"], "xyz": [[-0.4967, 1.0929, 2.6874], [-0.6565, 0.2586, 1.2366], [0.4314, -0.5891, 0.6709], [0.5023, -1.8985, 1.3719], [0.3830, -0.9728, -0.8663], [0.8648, -0.0035, -1.8153], [0.1327, 1.0640, -2.1582], [-1.0739, 1.0888, -1.8132], [0.4485, 1.5400, 2.7131], [-0.8277, 0.5569, 3.5784], [-1.2123, 1.9377, 2.6466], [-1.5638, -0.4109, 1.3736], [-0.9131, 1.1652, 0.6874], [1.3558, 0.0837, 0.6893], [-0.3707, -2.3951, 1.2671], [0.5395, -1.6696, 2.3885], [-0.6572, -1.1589, -1.1306], [0.9076, -1.9340, -1.1208], [1.8431, -0.0550, -2.0674], [0.7073, 1.8216, -2.8386]], "lowdin_charge": [-0.0674, -0.1958, -0.4020, 0.0202, -0.1648, -0.0040, -0.3304, -0.0379, 0.0304, 0.0511, 0.0632, 0.1213, 0.0807, 0.1532, 0.0639, 0.0826, 0.1153, 0.1339, 0.1333, 0.1531], "smiles": "CC[C@@H](N)CNC=O", "de_lowest_ev": 2.1043, "homo_lumo_gap_ha": 0.3832, "multiplicity": 1, "lumo_ev": 0.9}



No. 2
{"formula": "C5H12N2", "method": "ωB97M-V with the def2-TZVPD basis set", "symbols": ["H", "N", "C", "N", "C", "C", "H", "H", "H", "H", "H", "H", "H", "C", "C", "H", "H", "H", "H"], "xyz": [[1.1186, -1.4694, -1.5597], [1.2289, -1.8471, -0.6223], [1.0787, -1.0244, 0.3228], [0.6898, 0.3470, 0.2973], [0.6874, 1.0255, -0.9896], [1.0732, 1.1987, 1.4115], [1.1731, -1.3904, 1.3394], [-0.3202, 0.9970, -1.4134], [1.3681, 0.5629, -1.7025], [0.9880, 2.0726, -0.9532], [1.2150, 0.6017, 2.3096], [1.9869, 1.7586, 1.1987], [0.2634, 1.9179, 1.5688], [-1.7685, -0.9952, 0.3349], [-2.5230, -0.6368, -0.6862], [-1.0218, -0.2238, 0.9815], [-1.7303, -2.0336, 0.6523], [-2.5767, 0.3971, -1.0173], [-2.9306, -1.2584, -1.4726]], "lowdin_charge": [0.0319, 0.1017, -0.3240, -0.2862, -0.0691, -0.0856, 0.1137, 0.0719, 0.0772, 0.0858, 0.0824, 0.0849, 0.0885, -0.1070, -0.1039, 0.1141, 0.0464, 0.0329, 0.0443], "smiles": "[H]/N=C\\N(C)C.C=C", "de_lowest_ev": 2.8686, "homo_lumo_gap_ha": 0.3516, "multiplicity": 1, "lumo_ev": 0.8}



No. 3
{"formula": "C6H12O", "method": "ωB97M-V with the def2-TZVPD basis set", "symbols": ["C", "C", "C", "C", "C", "C", "H", "H", "H", "H", "H", "H", "H", "H", "H", "H", "H", "H", "O"], "xyz": [[-0.8937, 1.9114, -1.0688], [0.2226, 0.8087, -1.1821], [0.0923, -0.4033, -0.3761], [1.1999, -0.8504, 0.3497], [-1.4040, -2.3690, -0.5420], [-1.1666, -1.0750, -0.2724], [-0.8820, 2.3336, -0.0655], [-1.8758, 1.4819, -1.2552], [-0.7287, 2.6265, -1.8672], [1.1405, 1.3449, -0.9711], [0.1891, 0.5798, -2.2534], [1.2808, -1.7493, 0.9413], [2.0861, -0.2714, 0.2725], [-2.3118, -2.9626, -0.4886], [-0.6331, -2.9936, -0.9969], [-1.9997, -0.4602, -0.0101], [1.6473, 0.2044, 2.6797], [1.8942, 1.3770, 3.6544], [2.1427, 0.4665, 3.4519]], "lowdin_charge": [-0.0444, -0.1683, -0.2021, 0.2519, 0.1663, -0.0635, 0.0892, 0.0723, 0.0880, 0.1206, 0.1544, 0.1167, 0.0968, 0.1001, 0.0994, 0.1262, -0.0194, 0.0513, -0.0355], "total_charge": 1, "de_lowest_ev": 1.4877, "homo_lumo_gap_ha": [0.3554, 0.2232], "multiplicity": 2, "lumo_ev": [-5.0, -8.6]}



No. 4
{"formula": "C18H44AgAsCl4F6N4O6", "method": "ωB97M-V with the def2-TZVPD basis set", "symbols": ["Ag", "As", "F", "F", "F", "F", "F", "F", "Cl", "C", "C", "Cl", "H", "H", "H", "H", "Cl", "C", "C", "Cl", "H", "H", "H", "H", "C", "C", "C", "O", "H", "H", "H", "H", "H", "H", "H", "H", "C", "C", "C", "O", "H", "H", "H", "H", "H", "H", "H", "H", "O", "C", "N", "C", "H", "H", "H", "H", "H", "O", "C", "N", "C", "H", "H", "H", "H", "H", "O", "C", "N", "C", "H", "H", "H", "H", "H", "O", "C", "N", "C", "H", "H", "H", "H", "H"], "xyz": [[-5.0994, -18.9071, 19.9694], [-4.3956, -15.1597, 14.9981], [-5.1388, -13.7521, 15.7850], [-5.9281, -16.0994, 14.8910], [-3.6462, -16.5564, 14.1147], [-2.7898, -14.3858, 15.1548], [-4.0972, -16.0911, 16.5804], [-4.7184, -14.3343, 13.4145], [-12.8985, -17.2453, 13.6363], [-12.0299, -17.4020, 12.0982], [-11.0585, -16.1792, 11.8501], [-10.5804, -16.4166, 10.1539], [-12.8167, -17.4360, 11.3447], [-11.5574, -18.3828, 12.0437], [-10.1351, -16.2565, 12.4241], [-11.4640, -15.1758, 11.9797], [-7.6430, -7.2730, 11.4445], [-7.2323, -8.8757, 10.7920], [-7.7893, -10.0919, 11.6669], [-9.5364, -9.9484, 11.8867], [-6.1681, -9.0445, 10.6277], [-7.5949, -8.8361, 9.7649], [-7.2715, -10.1304, 12.6253], [-7.7535, -11.0202, 11.0966], [-4.5187, -9.1031, 22.4797], [-4.8792, -10.4076, 21.7905], [-6.3854, -10.7659, 22.0604], [-4.6393, -10.3896, 20.3974], [-3.7098, -8.4877, 22.0860], [-4.2063, -9.3339, 23.4982], [-5.3548, -8.4119, 22.3738], [-4.1040, -11.1215, 22.0687], [-6.6326, -10.7426, 23.1218], [-6.5312, -11.7762, 21.6782], [-7.1919, -10.2578, 21.5319], [-5.2696, -10.8325, 19.8245], [-0.8765, -17.0021, 22.8713], [-1.0682, -15.7412, 22.0271], [-0.0173, -15.4488, 21.0155], [-2.2715, -15.9754, 21.2977], [0.0548, -17.0657, 23.4341], [-0.9419, -17.9446, 22.3276], [-1.6085, -17.2098, 23.6517], [-1.2169, -14.8548, 22.6437], [0.0808, -16.1581, 20.1937], [0.8608, -15.4365, 21.6613], [-0.1768, -14.4436, 20.6254], [-2.4192, -15.3755, 20.5629], [-5.7496, -21.0999, 16.2314], [-5.5761, -21.5588, 15.0974], [-6.2162, -21.0174, 14.0298], [-4.6469, -22.6885, 14.9193], [-6.4994, -20.0481, 14.0468], [-6.2123, -21.6341, 13.2300], [-4.4560, -23.2601, 15.8276], [-3.6500, -22.3144, 14.6861], [-4.8565, -23.4874, 14.2081], [-8.3727, -16.0685, 19.1287], [-9.4321, -15.8702, 18.4966], [-10.3360, -16.9166, 18.5453], [-9.7829, -14.6038, 17.7506], [-10.2183, -17.7721, 19.0691], [-11.2094, -16.8907, 18.0388], [-9.4021, -13.6745, 18.1743], [-10.8719, -14.5656, 17.7786], [-9.5143, -14.5859, 16.6943], [-1.0630, -20.1554, 18.5004], [-0.1516, -20.3764, 17.7345], [-0.1647, -19.9241, 16.5247], [1.1688, -21.0918, 18.2111], [0.5364, -19.9918, 15.8009], [-0.9622, -19.4084, 16.1808], [1.0150, -21.9249, 18.8971], [1.8776, -20.4198, 18.6949], [1.7022, -21.5879, 17.4003], [0.1366, -12.1400, 11.4389], [-0.1916, -11.0135, 11.7987], [-1.4272, -10.7961, 12.1726], [0.8642, -9.9207, 11.7362], [-2.1021, -11.5445, 12.1049], [-1.6454, -10.0930, 12.8641], [0.8434, -9.5716, 10.7039], [1.7907, -10.4863, 11.8352], [0.8090, -9.0304, 12.3627]], "lowdin_charge": [0.9799, 0.9227, -0.2903, -0.3118, -0.3231, -0.3146, -0.3516, -0.3274, 0.5223, -0.6897, -0.6223, 0.5424, 0.0494, 0.0656, 0.0631, 0.0685, 0.5257, -0.6606, -0.6358, 0.5326, 0.0586, 0.0561, 0.0679, 0.0556, -0.0677, -0.4739, -0.0501, -0.0682, 0.0740, 0.0804, 0.0778, 0.1255, 0.0751, 0.0661, 0.0784, 0.0828, -0.0553, -0.4922, -0.0645, -0.0859, 0.0773, 0.0760, 0.0719, 0.1347, 0.0914, 0.0837, 0.0843, 0.0841, -0.0077, -0.5982, 0.1613, -0.0268, 0.1190, 0.1028, 0.0834, 0.0890, 0.0809, -0.0307, -0.5349, 0.1312, -0.0012, 0.1016, 0.0930, 0.0867, 0.0722, 0.0875, 0.0113, -0.6241, 0.1664, -0.0012, 0.1176, 0.1240, 0.0723, 0.0751, 0.0619, 0.3866, -0.4273, 0.2859, 0.0806, 0.1620, 0.1642, 0.1188, 0.1081, 0.1201], "total_charge": 1, "homo_lumo_gap_ha": [0.2206, 0.0861], "multiplicity": 2, "lumo_ev": [-5.1, -8.7]}



No. 5
{"formula": "C36H42AsFeN4O7Si2", "method": "ωB97M-V with the def2-TZVPD basis set", "symbols": ["Fe", "O", "C", "C", "C", "N", "C", "C", "C", "O", "O", "C", "O", "O", "H", "H", "H", "C", "C", "C", "C", "C", "C", "C", "C", "N", "C", "O", "C", "C", "C", "C", "C", "N", "C", "O", "N", "C", "C", "C", "C", "C", "C", "C", "C", "H", "H", "H", "H", "H", "H", "H", "H", "H", "H", "H", "H", "H", "H", "H", "H", "H", "H", "H", "H", "H", "C", "Si", "C", "C", "As", "Si", "C", "C", "C", "H", "H", "H", "H", "H", "H", "H", "H", "H", "H", "H", "H", "H", "H", "H", "H", "H", "H"], "xyz": [[0.3033, 0.0077, 1.1720], [4.0442, 4.6648, -0.6160], [3.3593, 3.5601, -0.1811], [3.0723, 3.3611, 1.1618], [2.3456, 2.2344, 1.5117], [1.9483, 1.3526, 0.6074], [2.2174, 1.5471, -0.6770], [2.9296, 2.6408, -1.1335], [1.5525, 0.5116, -1.5801], [1.9109, 0.4093, -2.7531], [0.6347, -0.1396, -0.9850], [1.8445, 1.9435, 2.9295], [2.3649, 2.5499, 3.8658], [0.9133, 1.0858, 2.9500], [4.2478, 5.2081, 0.1512], [3.3785, 4.0486, 1.9411], [3.1198, 2.7708, -2.1885], [-0.9441, 2.9135, -0.5349], [-1.6205, 3.2828, 0.7504], [-1.8873, 4.6270, 0.9944], [-2.5637, 5.0361, 2.1285], [-2.9589, 4.0767, 3.0487], [-2.6964, 2.7302, 2.8453], [-3.0758, 1.7393, 3.9074], [-2.0392, 2.3125, 1.6686], [-1.7324, 0.9467, 1.5040], [-2.7667, 0.1095, 1.4401], [-3.9680, 0.3410, 1.2443], [-2.3581, -1.3228, 1.7321], [-3.2526, -2.2547, 2.2424], [-2.7629, -3.5010, 2.6038], [-1.4079, -3.7757, 2.4774], [-0.5816, -2.7811, 1.9738], [-1.0710, -1.6070, 1.5885], [0.9358, -2.9193, 1.9420], [1.4268, -4.0182, 2.2438], [1.5282, -1.7770, 1.6284], [2.9355, -1.7229, 1.7618], [3.7701, -1.8462, 0.6487], [3.2288, -2.1780, -0.7134], [5.1445, -1.6874, 0.8102], [5.6953, -1.4224, 2.0509], [4.8596, -1.3345, 3.1567], [3.4873, -1.4928, 3.0324], [2.5964, -1.4080, 4.2378], [-0.2017, 3.6650, -0.8165], [-1.6756, 2.8385, -1.3437], [-0.4542, 1.9434, -0.4808], [-1.5599, 5.3585, 0.2625], [-2.7678, 6.0866, 2.3019], [-3.4613, 4.3762, 3.9631], [-3.2596, 2.2509, 4.8537], [-2.2746, 1.0131, 4.0533], [-3.9724, 1.1849, 3.6230], [-4.2922, -1.9751, 2.3389], [-3.4348, -4.2533, 3.0023], [-0.9592, -4.7152, 2.7676], [2.1553, -2.3448, -0.6843], [3.7128, -3.0790, -1.0993], [3.4172, -1.3761, -1.4293], [5.7851, -1.7794, -0.0611], [6.7667, -1.2977, 2.1618], [5.2757, -1.1366, 4.1387], [3.1903, -1.2356, 5.1368], [2.0372, -2.3382, 4.3612], [1.8772, -0.5946, 4.1337], [-0.1389, -0.5611, -5.1676], [-1.2892, 0.5319, -4.1609], [-2.8780, 0.7904, -5.1616], [-0.4745, 2.2242, -4.0848], [-1.9620, -0.2283, -2.0440], [-2.0176, -2.5106, -2.5614], [-2.9172, -3.4013, -1.1698], [-0.3049, -3.2614, -2.7051], [-3.0065, -2.9158, -4.1234], [0.0486, -0.0810, -6.1333], [-0.5346, -1.5605, -5.3486], [0.8081, -0.6524, -4.6342], [-2.6499, 1.2845, -6.1102], [-3.5730, 1.4211, -4.6047], [-3.3906, -0.1474, -5.3741], [-0.2044, 2.5080, -5.1068], [0.4350, 2.2048, -3.4870], [-1.1420, 2.9851, -3.6801], [-2.2341, -3.6633, -0.3620], [-3.3716, -4.3217, -1.5483], [-3.7020, -2.7815, -0.7392], [0.2730, -3.0326, -1.8092], [0.2531, -2.8655, -3.5516], [-0.3811, -4.3483, -2.8035], [-4.0390, -2.5797, -4.0110], [-3.0133, -4.0001, -4.2669], [-2.6059, -2.4518, -5.0244]], "lowdin_charge": [0.8205, 0.0443, -0.2878, 0.0606, -0.1436, 0.1173, -0.1668, 0.0666, -0.6334, 0.0015, -0.2004, -0.6129, 0.0047, -0.0867, 0.0958, 0.1212, 0.1246, -0.0624, -0.1962, -0.0780, -0.1202, -0.0775, -0.1995, -0.0443, -0.1793, 0.0590, -0.5621, -0.0192, -0.1861, -0.0161, -0.0670, -0.0135, -0.1631, 0.1142, -0.5064, -0.0087, 0.0517, -0.1913, -0.2018, -0.0318, -0.0770, -0.1191, -0.0705, -0.1990, -0.0312, 0.0819, 0.0593, 0.0178, 0.0980, 0.0819, 0.0940, 0.0670, 0.0838, 0.0732, 0.1107, 0.0970, 0.1073, 0.0507, 0.0801, 0.0719, 0.0992, 0.0817, 0.0948, 0.0701, 0.0760, 0.0616, -0.2259, 0.2109, -0.2479, -0.2218, 0.9124, 0.2071, -0.2303, -0.2064, -0.2408, 0.0227, -0.0006, 0.0118, 0.0170, 0.0153, 0.0007, 0.0248, 0.0076, 0.0155, 0.0127, 0.0217, 0.0191, 0.0130, 0.0114, 0.0267, 0.0214, 0.0189, -0.0044], "total_charge": -2, "de_lowest_ev": 0.0000, "homo_lumo_gap_ha": [0.2494, 0.2320], "multiplicity": 6, "lumo_ev": [4.2, 4.0]}



No. 6
{"formula": "C2H16NO5", "method": "ωB97M-V with the def2-TZVPD basis set", "symbols": ["C", "C", "N", "H", "H", "H", "H", "H", "H", "H", "H", "O", "H", "H", "O", "H", "H", "O", "H", "H", "O", "H", "H", "O"], "xyz": [[2.4936, -0.7117, -2.4514], [1.9159, -2.7442, -1.3117], [1.9720, -1.4889, -1.3162], [2.5072, 0.3441, -2.1923], [1.8254, -0.8644, -3.2897], [3.4855, -1.0064, -2.7327], [2.1851, -3.4013, -2.1328], [1.4826, -3.3124, -0.5110], [1.5822, -0.8920, -0.5426], [0.4758, 0.9976, 0.2719], [-0.5169, -0.1489, 0.3151], [0.3473, 0.1055, -0.0854], [-1.6471, -1.2373, 2.1160], [-1.7972, 0.2032, 2.6835], [-1.5769, -0.3021, 1.8964], [-0.1265, 2.3874, 3.9822], [-0.3713, 1.0463, 4.6931], [-0.4108, 1.4779, 3.8341], [-4.3667, 0.1679, -1.7424], [-5.4210, -0.2078, -2.7811], [-4.8067, -0.5895, -2.1433], [1.2213, 3.7422, 1.2050], [0.6504, 3.4013, -0.1133], [1.2420, 3.0234, 0.5551]], "lowdin_charge": [0.0046, 0.1510, 0.0030, 0.1025, 0.1083, 0.0986, 0.1275, 0.1153, 0.1134, 0.0376, 0.0484, -0.0559, 0.0596, 0.0305, -0.0489, 0.0486, 0.0500, -0.0494, 0.0274, 0.0374, -0.0650, 0.0553, 0.0551, -0.0550], "total_charge": 1, "de_lowest_ev": 1.0461, "homo_lumo_gap_ha": 0.3438, "multiplicity": 1, "lumo_ev": -4.1}